Entry 1:
# C31H29BCo2O8S2

A molecular structure, C31H29BCo2O8S2 (ωB97M-V with the def2-TZVPD basis set, the Open Molecules 2025 dataset).

orbital gap = 6.66 eV
charge = 0
LUMO level = -0.923 eV
energy relative to the best compared isomer or geometry (same formula, charge and spin) = 0.00 kcal/mol

Positions of all 73 atoms, in Å:
1 C -5.2192 -2.2677 0.9104
2 C -4.1101 -1.3343 0.6347
3 C -4.0715 -0.3648 -0.3447
4 C -2.8719 0.4325 -0.2540
5 C -2.1779 0.2954 0.9657
6 B 0.1632 -1.6610 -0.7806
7 C 0.5232 -2.3302 0.5515
8 C 0.3663 -2.2100 1.9255
9 C 1.0216 -3.2329 2.6505
10 C 1.7878 -4.0553 1.8443
11 C 2.6906 -5.1431 2.2415
12 S 1.5994 -3.6796 0.1861
13 O -0.6435 -2.3994 -1.6177
14 C -0.7179 -1.6477 -2.8339
15 C -0.2303 -2.6136 -3.8857
16 C -2.1863 -1.3530 -3.1367
17 C 0.2080 -0.3589 -2.5931
18 C 1.6476 -0.4696 -3.1018
19 C -0.3787 0.9401 -3.1048
20 O 0.3111 -0.3327 -1.1595
21 S -2.7640 -1.1659 1.6995
22 H -5.9395 -1.7608 1.5634
23 H -5.7303 -2.5766 -0.0033
24 H -4.8403 -3.1497 1.4271
25 H -4.8670 -0.3406 -1.0971
26 H -2.6517 1.2207 -0.9860
27 H -0.1108 -1.3810 2.4465
28 H 0.9804 -3.2965 3.7317
29 H 2.9326 -5.0853 3.3008
30 H 2.2465 -6.1196 2.0207
31 H 3.6082 -5.0211 1.6599
32 H -0.3176 -2.1385 -4.8608
33 H 0.8100 -2.8891 -3.6864
34 H -0.8651 -3.5083 -3.8669
35 H -2.2644 -0.9440 -4.1478
36 H -2.7930 -2.2723 -3.1404
37 H -2.6504 -0.6348 -2.4519
38 H 1.6295 -0.6786 -4.1717
39 H 2.1855 0.4842 -2.9760
40 H 2.2180 -1.2663 -2.6028
41 H -0.8782 0.7865 -4.0693
42 H -1.1313 1.3516 -2.4279
43 H 0.3727 1.7173 -3.2922
44 O 4.7740 3.4552 4.7984
45 C 3.9781 2.9568 4.1283
46 Co 2.7794 2.3440 3.0524
47 C 1.5146 2.7685 4.2158
48 O 0.7441 3.1582 4.9822
49 C 2.6955 3.6537 1.9198
50 O 2.7038 4.6022 1.2621
51 C 1.3532 0.6980 2.5168
52 C 0.5508 0.6206 1.4335
53 C -0.9281 1.0119 1.3543
54 C -0.9914 2.3209 0.5591
55 C -2.1619 3.0670 0.7171
56 C -2.3054 4.2677 0.0405
57 C -1.2780 4.6911 -0.8162
58 C -0.1211 3.9279 -0.9736
59 C 0.0052 2.7129 -0.2981
60 Co 2.3727 0.7503 1.0968
61 C 4.0560 1.3486 2.0854
62 O 5.2151 1.1760 2.0234
63 C 3.0258 1.6958 -0.2142
64 O 3.5039 2.1957 -1.1464
65 C 3.2904 -0.5385 0.3376
66 O 4.0707 -1.2357 -0.1664
67 H 1.3879 0.1042 3.4249
68 H -1.0972 1.3166 2.4192
69 H -2.9567 2.6554 1.3487
70 H -3.2343 4.8223 0.1581
71 H -1.3928 5.6266 -1.3593
72 H 0.6859 4.2297 -1.6320
73 H 0.8680 2.0512 -0.4351

Force components x, y, z for each atom (eV/Å):
C -0.19 -0.29 0.42
C 0.56 1.39 -0.52
C 0.97 -0.87 0.51
C -0.76 0.81 1.10
C -0.34 -2.54 -3.07
B -2.39 0.92 0.97
C 1.05 -0.49 0.76
C 0.16 -0.16 -1.10
C 0.79 -0.21 -0.58
C -0.95 0.72 0.59
C 0.42 -0.47 -0.05
S -0.81 0.52 0.86
O 1.24 0.75 0.22
C -0.47 -0.24 -0.62
C 0.31 0.16 -0.34
C -0.29 0.41 -0.15
C -0.05 -0.13 -0.09
C 0.03 -0.25 -0.45
C -0.62 0.39 -0.54
O 0.47 -0.99 -0.01
S -0.46 0.31 0.48
H -0.03 -0.28 -0.06
H 0.09 0.04 0.05
H -0.22 -0.10 -0.01
H 0.57 0.31 0.12
H -0.09 -0.42 0.52
H -0.21 -0.49 -0.36
H 0.13 -0.14 -0.09
H 0.00 -0.06 0.01
H 0.21 0.04 0.07
H 0.10 -0.37 0.21
H 0.18 -0.15 -0.26
H -0.18 -0.11 -0.19
H 0.23 0.22 0.00
H -0.02 0.04 0.05
H 0.41 0.19 0.23
H 0.26 -0.29 -0.12
H 0.16 -0.02 -0.09
H -0.28 -0.37 0.19
H -0.19 0.13 -0.11
H 0.12 -0.06 0.11
H 0.16 -0.14 -0.04
H -0.04 -0.25 0.32
O -1.26 -0.55 -1.04
C 2.46 0.20 1.88
Co -0.77 -1.02 -0.32
C -1.96 0.80 1.36
O 1.30 -0.77 -1.23
C -0.62 2.87 -2.17
O 0.11 -1.42 0.98
C -0.89 -1.85 1.96
C 0.21 1.63 0.82
C 0.05 1.23 1.28
C -0.16 -0.23 0.44
C 0.17 0.44 0.15
C 0.12 -0.39 -0.12
C 0.11 0.15 0.01
C -0.42 -0.10 0.05
C 0.24 0.36 -0.33
Co 1.52 0.21 -1.09
C 1.20 -0.52 0.69
O -1.11 0.06 -0.30
C 0.74 1.44 -4.32
O -0.86 -0.79 2.43
C 2.91 -2.09 -0.26
O -2.33 1.50 0.93
H -0.40 0.35 0.26
H -0.15 -0.17 -0.66
H 0.30 0.43 -0.18
H 0.29 0.08 -0.12
H 0.08 -0.14 0.09
H -0.16 0.19 -0.03
H -0.78 0.63 -0.06

Charge distribution, Löwdin scheme, values in e:
1. C -0.11
2. C -0.58
3. C -0.12
4. C -0.13
5. C -0.46
6. B -0.75
7. C -0.33
8. C -0.17
9. C -0.10
10. C -0.59
11. C -0.11
12. S 1.12
13. O 0.13
14. C -0.44
15. C -0.01
16. C 0.00
17. C -0.41
18. C 0.00
19. C 0.00
20. O 0.10
21. S 1.11
22. H 0.09
23. H 0.08
24. H 0.07
25. H 0.12
26. H 0.11
27. H 0.07
28. H 0.11
29. H 0.08
30. H 0.08
31. H 0.08
32. H 0.09
33. H 0.09
34. H 0.10
35. H 0.09
36. H 0.11
37. H 0.06
38. H 0.09
39. H 0.09
40. H 0.10
41. H 0.09
42. H 0.07
43. H 0.09
44. O 0.16
45. C -0.16
46. Co 0.03
47. C -0.14
48. O 0.15
49. C -0.14
50. O 0.15
51. C -0.18
52. C -0.10
53. C -0.22
54. C -0.21
55. C -0.05
56. C -0.07
57. C -0.08
58. C -0.07
59. C -0.07
60. Co 0.20
61. C -0.26
62. O 0.09
63. C -0.17
64. O 0.18
65. C -0.10
66. O 0.16
67. H 0.09
68. H 0.16
69. H 0.13
70. H 0.10
71. H 0.10
72. H 0.11
73. H 0.07

Entry 2:
# C31H29BN8O4SSr

A molecular structure, C31H29BN8O4SSr (ωB97M-V with the def2-TZVPD basis set, the Open Molecules 2025 dataset).

orbital gap = 5.69 eV
charge = 0
LUMO level = -0.891 eV
energy relative to the best compared isomer or geometry (same formula, charge and spin) = 0.00 kcal/mol

Positions of all 75 atoms, in Å:
1 Sr 0.6074 -0.0298 0.5044
2 C -3.3558 -1.9655 -1.2651
3 C -2.1751 -1.0772 -1.0203
4 N -1.8625 -0.6827 0.1696
5 N -2.7717 -1.0452 1.1237
6 C -2.3420 -0.9917 2.3851
7 N -3.3654 -1.0097 3.2837
8 S -0.7424 -0.9723 3.0290
9 C -1.4296 -0.4930 -2.1790
10 C -2.0861 -0.3231 -3.3972
11 C -1.4278 0.2905 -4.4468
12 C -0.1179 0.7055 -4.2747
13 C 0.4651 0.4928 -3.0400
14 N -0.1630 -0.0785 -2.0128
15 H -3.3784 -2.7486 -0.5087
16 H -3.3207 -2.4171 -2.2558
17 H -4.2940 -1.4157 -1.1502
18 H -4.2809 -1.2328 2.9300
19 H -3.1407 -1.2482 4.2326
20 H -3.1128 -0.6419 -3.5052
21 H -1.9349 0.4478 -5.3902
22 H 0.4355 1.1888 -5.0672
23 H 1.4959 0.7850 -2.8628
24 O 6.1727 4.9627 0.6229
25 C 6.7469 3.8029 0.2494
26 O 7.9392 3.7104 0.1709
27 C 5.8166 2.6591 -0.0323
28 C 6.2754 1.3736 0.2240
29 C 5.4323 0.2880 0.0708
30 C 4.1298 0.4744 -0.3787
31 C 3.6981 1.7501 -0.7063
32 C 4.5304 2.8419 -0.5202
33 N 3.1395 -0.5629 -0.4099
34 C 3.4722 -1.7749 -0.2793
35 C 2.4611 -2.8606 -0.1031
36 C 2.8871 -4.1721 -0.0211
37 C 1.9456 -5.1739 0.1815
38 C 0.6199 -4.8207 0.3179
39 C 0.2786 -3.4752 0.2361
40 N 1.1714 -2.5154 0.0130
41 H 5.2363 4.8254 0.8250
42 H 7.2839 1.2449 0.5937
43 H 5.7878 -0.6903 0.3641
44 H 2.6758 1.9010 -1.0306
45 H 4.1559 3.8305 -0.7577
46 H 4.5138 -2.0996 -0.2359
47 H 3.9404 -4.4045 -0.1114
48 H 2.2520 -6.2099 0.2411
49 H -0.1473 -5.5621 0.4928
50 H -0.7486 -3.1529 0.3658
51 O 2.1729 2.9254 1.8097
52 B 2.2089 1.4674 1.9581
53 O 3.2484 1.2515 2.9471
54 C 3.7865 2.4563 3.2869
55 C 4.7970 2.7340 4.1772
56 C 5.1537 4.0776 4.3502
57 C 4.5054 5.0897 3.6554
58 C 3.4696 4.7943 2.7583
59 C 3.1370 3.4664 2.5950
60 H 5.2941 1.9420 4.7221
61 H 5.9465 4.3314 5.0420
62 H 4.7980 6.1194 3.8150
63 H 2.9418 5.5728 2.2183
64 C -1.1559 2.8649 2.2884
65 C -0.6341 3.3510 0.9831
66 N -0.3359 2.6098 -0.0577
67 C 0.1532 3.4710 -1.0205
68 C 0.1431 4.7455 -0.5527
69 N -0.3628 4.6535 0.7260
70 H -1.2288 1.7787 2.2797
71 H -2.1449 3.2760 2.4992
72 H -0.4798 3.1454 3.0974
73 H 0.4661 3.1209 -1.9915
74 H 0.4369 5.6824 -0.9925
75 H -0.4993 5.4145 1.3666

Force components x, y, z for each atom (eV/Å):
Sr -0.54 0.24 -0.11
C -0.04 -0.01 -0.16
C 0.06 0.40 -0.16
N -0.51 -0.52 0.02
N 0.42 0.19 0.19
C -0.14 -0.13 -0.23
N 0.07 -0.10 0.09
S -0.18 0.12 -0.37
C -0.08 -0.07 0.29
C 0.00 -0.01 -0.08
C -0.06 -0.02 -0.03
C -0.01 0.03 -0.03
C 0.03 -0.12 0.14
N -0.17 -0.05 -0.20
H 0.01 -0.01 0.01
H -0.01 0.00 0.02
H 0.01 0.01 -0.01
H -0.01 0.04 -0.01
H -0.01 -0.01 0.01
H 0.02 0.01 -0.02
H 0.00 -0.01 0.00
H 0.01 -0.02 0.00
H -0.01 0.01 0.02
O -0.01 -0.03 -0.13
C -0.05 -0.03 0.08
O 0.05 -0.02 -0.06
C 0.10 0.13 -0.02
C -0.03 -0.10 0.07
C 0.15 0.01 0.08
C -0.22 -0.36 -0.09
C -0.05 0.14 0.03
C -0.10 -0.04 -0.12
N 0.20 0.36 0.03
C -0.21 -0.46 0.07
C 0.16 0.37 -0.17
C 0.08 -0.23 -0.02
C 0.15 0.01 -0.01
C -0.12 0.03 -0.02
C 0.08 0.07 -0.06
N 0.13 -0.41 0.07
H -0.03 -0.01 0.16
H -0.01 0.00 -0.01
H 0.00 0.02 0.01
H 0.02 0.01 -0.01
H 0.00 0.01 0.04
H -0.02 -0.06 -0.02
H -0.01 -0.01 0.00
H 0.00 0.01 0.01
H 0.01 0.01 0.01
H 0.01 0.01 0.01
O -0.02 -0.26 -0.07
B 0.91 1.04 1.17
O -0.09 0.16 -0.33
C 0.01 -0.23 0.08
C 0.14 0.12 0.05
C -0.04 -0.08 -0.03
C -0.08 -0.05 -0.03
C 0.15 0.09 0.00
C -0.19 0.06 -0.09
H -0.01 0.01 -0.01
H 0.00 -0.01 -0.02
H 0.01 -0.01 -0.02
H 0.00 -0.01 0.03
C 0.01 0.06 -0.02
C 0.06 0.02 0.05
N 0.16 -0.27 -0.16
C -0.07 -0.05 0.08
C 0.02 0.00 0.11
N -0.06 0.03 -0.11
H -0.02 0.01 0.02
H 0.00 -0.01 -0.01
H 0.01 -0.01 -0.01
H -0.02 0.01 0.02
H -0.02 -0.02 0.00
H 0.02 0.00 0.03

Charge distribution, natural (NBO) scheme, values in e:
1. Sr 1.67
2. C -0.68
3. C 0.16
4. N -0.30
5. N -0.51
6. C 0.29
7. N -0.80
8. S -0.48
9. C 0.19
10. C -0.24
11. C -0.15
12. C -0.27
13. C 0.05
14. N -0.50
15. H 0.24
16. H 0.21
17. H 0.24
18. H 0.39
19. H 0.40
20. H 0.23
21. H 0.22
22. H 0.23
23. H 0.20
24. O -0.67
25. C 0.78
26. O -0.56
27. C -0.17
28. C -0.15
29. C -0.25
30. C 0.19
31. C -0.15
32. C -0.20
33. N -0.48
34. C 0.11
35. C 0.22
36. C -0.24
37. C -0.15
38. C -0.24
39. C 0.07
40. N -0.51
41. H 0.50
42. H 0.24
43. H 0.21
44. H 0.21
45. H 0.22
46. H 0.17
47. H 0.22
48. H 0.23
49. H 0.23
50. H 0.22
51. O -0.74
52. B 0.27
53. O -0.72
54. C 0.29
55. C -0.27
56. C -0.23
57. C -0.23
58. C -0.30
59. C 0.21
60. H 0.22
61. H 0.21
62. H 0.21
63. H 0.21
64. C -0.66
65. C 0.40
66. N -0.55
67. C -0.11
68. C -0.10
69. N -0.52
70. H 0.25
71. H 0.22
72. H 0.24
73. H 0.20
74. H 0.22
75. H 0.42